Formula: C23H32FN5O7PdS
Source: the OMol25 dataset
Level of theory: the ωB97M-V functional and the def2-TZVPD basis

Geometry as XYZ:
```
70
Properties=species:S:1:pos:R:3:nbo_charge:R:1
C -2.31664 -3.49467 1.34495 -0.733
C -2.07695 -2.58262 2.49220 0.705
O -2.23571 -2.98986 3.66102 -0.600
N -1.64711 -1.29666 2.32991 -0.357
C -2.19264 -0.32342 3.31267 -0.423
C -1.57227 -0.84125 0.98643 0.216
C -2.69470 -0.36845 0.24740 0.101
C -4.06662 -0.33420 0.84208 -0.515
C -4.52060 1.06698 1.37291 0.230
C -3.64862 2.25600 1.03856 -0.655
F -5.77570 1.30759 0.85057 -0.344
C -2.52875 0.02722 -1.09910 -0.061
C -3.70286 0.48749 -1.92480 -0.139
O -4.24684 -0.62472 -2.61028 -0.493
N -4.48633 -0.24038 -4.04799 0.421
O -5.59754 -0.24379 -4.29256 -0.135
C -1.24363 -0.03262 -1.66902 -0.028
S -0.99070 0.50580 -3.30505 0.255
C -0.10352 -0.51690 -0.93037 0.093
N 1.09169 -0.57311 -1.54253 -0.402
C 2.08621 -1.05003 -0.82922 0.368
C 3.41372 -1.19302 -1.49154 -0.519
C 3.26006 -1.57114 -2.97809 -0.064
O 4.46878 -2.14957 -3.43861 -0.508
C 5.49164 -1.26498 -3.54599 0.635
O 6.58142 -1.53893 -3.22979 -0.491
C 1.90634 -1.45165 0.54982 0.509
O 2.94894 -1.90130 1.25986 -0.492
C 3.86310 -0.84768 1.65947 -0.075
C 3.13992 0.42813 2.03516 -0.270
N 3.02583 1.29298 0.86787 -0.625
C 2.38819 2.56960 1.15722 -0.238
C 2.16849 3.45127 -0.08587 0.089
C 2.56142 2.81064 -1.40405 -0.639
O 0.78328 3.80010 -0.10961 -0.725
N 0.75770 -1.38624 1.14214 -0.426
C -0.28776 -0.92027 0.39211 0.135
H -2.62682 -2.97641 0.44251 0.263
H -1.38419 -4.00892 1.10358 0.272
H -3.02973 -4.25854 1.63301 0.277
H -1.64374 -0.42025 4.24351 0.258
H -3.23718 -0.52697 3.51021 0.223
H -2.07547 0.67962 2.92767 0.237
H -4.17443 -1.05139 1.64983 0.221
H -4.77980 -0.61410 0.07341 0.285
H -4.62318 1.01332 2.45540 0.177
H -4.08146 3.14753 1.47887 0.259
H -3.59622 2.44296 -0.03002 0.217
H -2.62472 2.15969 1.39163 0.210
H -4.47335 0.91646 -1.29274 0.213
H -3.41590 1.28377 -2.60960 0.220
H -0.43172 -0.60455 -3.81518 0.180
H 3.95731 -2.00086 -1.00825 0.257
H 3.97264 -0.26481 -1.40161 0.250
H 2.99352 -0.68735 -3.55553 0.189
H 2.50719 -2.34467 -3.06615 0.201
H 5.19968 -0.29883 -3.97730 0.101
H 4.44703 -1.20988 2.49590 0.228
H 4.57250 -0.65185 0.85796 0.187
H 2.16432 0.24064 2.47540 0.210
H 3.73287 0.92201 2.81535 0.204
H 3.95580 1.41869 0.48892 0.366
H 1.41865 2.40265 1.61542 0.207
H 3.02983 3.13289 1.83935 0.192
H 2.76352 4.35573 0.04170 0.174
H 2.08635 1.84011 -1.52229 0.203
H 2.32024 3.45564 -2.24467 0.223
H 3.63695 2.63997 -1.44875 0.214
H 0.60210 4.16689 -0.97998 0.473
Pd -1.16380 -4.56553 4.40453 0.806
```

Strongest force on any atom, eV Å⁻¹: 2.56
Orbital gap, Eh: 0.09559
Net charge: +2


Formula: C23H32N4O2
Source: the OMol25 dataset
Level of theory: the ωB97M-V functional and the def2-TZVPD basis

Geometry as XYZ:
```
61
Properties=species:S:1:pos:R:3:nbo_charge:R:1
C 1.45897 -2.67190 7.21656 -0.605
C 1.01354 -2.70145 5.76025 -0.398
C 1.68068 -1.59166 4.94666 -0.207
N 1.21239 -1.58519 3.57102 -0.471
C 1.89687 -2.55179 2.72589 -0.209
C 0.94686 -3.17405 1.70162 -0.416
C -0.12595 -4.01511 2.38031 -0.609
C 1.16447 -0.25243 2.99774 -0.214
C -0.12507 0.47177 3.40121 -0.405
C -1.30120 0.07122 2.51048 -0.230
N -1.20764 0.69265 1.21001 -0.597
C -1.13640 0.00391 0.05014 0.656
O -1.14410 -1.21954 0.02134 -0.651
C -1.06451 0.86670 -1.14495 0.026
C -1.39201 2.20512 -1.22471 -0.211
C -1.19827 2.59374 -2.55796 -0.209
C -1.41721 3.88614 -3.15380 0.665
O -1.80290 4.87292 -2.54930 -0.627
N -1.15204 3.92988 -4.51727 -0.402
C -1.37874 5.20769 -5.16142 -0.430
C -0.68985 2.85691 -5.25503 0.187
C -0.43841 3.01447 -6.62319 -0.250
C 0.03716 1.97480 -7.39163 -0.186
C 0.28408 0.73864 -6.81451 -0.239
C 0.04033 0.55384 -5.47226 -0.188
C -0.45413 1.58505 -4.66606 -0.054
C -0.74750 1.47550 -3.26607 0.180
N -0.68206 0.43209 -2.39644 -0.286
C -0.28126 -0.91852 -2.69333 -0.433
H 2.53655 -2.80504 7.28927 0.201
H 1.20177 -1.72032 7.67747 0.199
H 0.97673 -3.46719 7.77982 0.211
H -0.06818 -2.57259 5.69918 0.201
H 1.25396 -3.67233 5.32566 0.196
H 1.42866 -0.63234 5.40519 0.190
H 2.77810 -1.70084 5.00166 0.167
H 2.28809 -3.34971 3.36066 0.190
H 2.75666 -2.09199 2.20873 0.171
H 1.52801 -3.79501 1.01605 0.195
H 0.46231 -2.39299 1.11650 0.225
H 0.31343 -4.88163 2.87125 0.193
H -0.85373 -4.36039 1.65073 0.212
H -0.63748 -3.41706 3.12929 0.211
H 1.18766 -0.33842 1.90974 0.202
H 2.04037 0.34781 3.30139 0.172
H -0.36920 0.22398 4.43364 0.211
H 0.02171 1.55283 3.33769 0.195
H -1.30205 -1.00891 2.35635 0.241
H -2.24613 0.36854 2.97962 0.194
H -1.16455 1.69816 1.18662 0.397
H -1.76192 2.85183 -0.45479 0.231
H -2.13844 5.12344 -5.93963 0.200
H -1.73495 5.88659 -4.38651 0.262
H -0.45386 5.60294 -5.58387 0.200
H -0.61364 3.96308 -7.10087 0.220
H 0.22011 2.13037 -8.44410 0.216
H 0.66490 -0.07612 -7.41093 0.216
H 0.24464 -0.41080 -5.04511 0.213
H -0.42148 -1.52353 -1.79893 0.276
H 0.76966 -0.95299 -2.98839 0.200
H -0.90382 -1.33072 -3.48868 0.206
```

Strongest force on any atom, eV Å⁻¹: 0.99
Orbital gap, Eh: 0.31119
SMILES: CCCN(CCC)CCCNC(=O)c1cc2c(=O)n(C)c3ccccc3c2n1C
Net charge: 0


Formula: C23H32N4O2S
Source: the OMol25 dataset
Level of theory: the ωB97M-V functional and the def2-TZVPD basis

Geometry as XYZ:
```
62
Properties=species:S:1:pos:R:3:nbo_charge:R:1
C -1.16169 -3.87214 -0.45126 -0.606
C -2.41134 -3.36830 -0.06706 -0.449
H -2.82569 -2.60636 -0.85113 0.220
H -3.19533 -4.23309 0.02923 0.217
C -2.45583 -2.79599 1.13085 -0.437
C -1.88516 -1.35591 1.21866 0.478
N -0.65424 -1.42037 1.05771 -0.466
C 0.06715 -0.09883 0.63249 0.183
C -0.58955 1.11903 0.87475 -0.398
C -1.88072 1.11475 1.32925 0.638
O -2.59793 2.36484 1.63825 -0.703
N -2.63876 -0.02122 1.26806 -0.405
C -3.95026 -0.25720 1.44328 -0.272
H -4.27998 -0.74899 2.30137 0.228
H -4.19494 0.89770 1.84054 0.273
C -4.77788 -0.24253 0.33316 -0.247
N -4.22928 0.65484 -0.65516 -0.508
C -5.32083 1.72941 -0.98427 -0.232
C -5.51180 2.79936 0.04939 -0.625
H -4.72265 3.11030 0.66745 0.253
H -6.22086 2.15583 0.78969 0.159
H -6.33464 3.62923 -0.06735 0.220
H -4.89480 2.51077 -1.81887 0.179
H -6.26423 1.33791 -1.26153 0.173
C -3.43177 0.54050 -2.04522 -0.077
C -2.36589 1.47653 -2.25770 -0.666
H -1.67010 0.83424 -2.88419 0.240
H -2.91004 2.40261 -2.83921 0.203
H -2.05854 1.86458 -1.26492 0.253
H -2.81157 -0.52345 -1.38011 0.111
H -4.01846 0.14413 -2.71931 0.172
H -5.81181 -0.14246 0.27603 0.227
H -4.50310 -1.17100 -0.18463 0.167
S 0.48335 2.34328 0.72691 0.599
C 1.79150 1.33530 0.35152 -0.003
N 3.07227 2.04720 0.07836 -0.399
C 3.96760 0.94066 -0.41994 0.333
C 3.69654 -0.43040 0.04324 -0.237
C 2.42502 -0.86797 0.12800 -0.031
C 1.34657 0.16566 0.49050 -0.214
H 2.28919 -2.04200 0.31728 0.234
C 4.75262 -1.23027 -0.28930 -0.065
O 5.92833 -0.92972 0.22712 -0.509
C 6.30338 0.36719 0.20693 0.249
C 7.63555 0.71786 -0.52452 -0.615
H 8.19283 1.63714 -0.49012 0.243
H 7.81790 0.15555 -1.42448 0.223
H 8.59804 -0.05353 0.16599 0.149
C 6.40763 1.07311 1.53436 -0.624
H 5.24749 1.01706 2.10913 0.199
H 7.04642 0.37047 2.17057 0.224
H 6.78504 2.03977 1.65118 0.222
C 5.51470 1.40927 -0.70873 -0.426
H 5.53719 2.32346 -0.30491 0.247
H 5.59192 1.11171 -1.56453 0.197
H 5.13807 -1.17628 -1.40399 0.163
H 4.70413 -2.40453 -0.30639 0.218
H -1.93953 -3.20924 2.00794 0.245
H -3.44820 -2.44866 1.73440 0.217
H -0.35759 -3.06397 -0.30673 0.244
H -1.24252 -4.40954 -1.60151 0.207
H -0.77295 -4.61732 0.25351 0.208
```

Strongest force on any atom, eV Å⁻¹: 14.14
Orbital gap, Eh: 0.26766
Net charge: 0


orbital gap of number 2 (C23H32N4O2)? 0.31119 Eh